The following is a quantum chemistry calculation of C26H67F3O15S as an isolated structure, from OMol25.

Cartesian coordinates (Å):
C  -3.90667  -1.80317  -0.60551
O  -2.76065  -0.96330  -0.28069
C  -1.82131  -1.74327  0.48549
C  -0.31988  -1.23803  0.38441
C  0.42670  -2.00648  1.57302
C  0.76472  -1.11241  2.84789
C  -0.44918  -0.21027  3.38184
O  -0.10098  1.19302  3.19869
O  -0.02695  0.18444  0.29123
S  1.50347  0.20320  -0.43169
O  2.70416  0.21332  0.46570
O  1.75846  1.31925  -1.40953
O  1.61862  -1.31102  -1.19108
C  0.25170  -1.80615  -0.99589
C  -0.46843  -1.43308  -2.36275
F  -1.51377  -2.31665  -2.68786
F  -0.98997  -0.15002  -2.42375
F  0.44338  -1.53439  -3.42276
H  -3.65306  -2.61554  -1.35796
H  -4.72868  -1.16724  -1.06842
H  -4.23895  -2.29241  0.37442
H  -2.21694  -1.85913  1.55301
H  -1.84438  -2.79664  0.02813
H  1.43422  -2.35470  1.14764
H  -0.14447  -2.95967  1.81716
H  1.02942  -1.82596  3.70405
H  1.66263  -0.43580  2.72624
H  -1.44683  -0.43782  2.89994
H  -0.55592  -0.37488  4.50052
H  -0.51713  1.54444  2.39255
H  0.38727  -2.94226  -0.90255
C  0.73247  5.28413  3.85862
C  2.13830  4.71569  3.83789
O  2.14869  3.38964  4.34727
H  0.33628  5.28832  4.87676
H  0.71775  6.30536  3.47011
H  0.05789  4.66907  3.25613
H  2.80220  5.32135  4.45763
H  2.53637  4.69760  2.81765
H  1.56790  2.85520  3.78744
C  -0.34446  -7.30595  0.35262
C  -0.39585  -6.20431  -0.68707
O  -0.32080  -4.92570  -0.05752
H  -1.16820  -7.20120  1.06292
H  -0.40738  -8.28937  -0.11744
H  0.58331  -7.25087  0.92921
H  -1.33214  -6.24919  -1.24552
H  0.43328  -6.29726  -1.39489
H  0.51340  -4.88834  0.42832
C  4.75333  2.74206  1.74041
C  6.15775  2.17253  1.71666
O  6.16117  0.84688  2.23443
H  4.35768  2.74909  2.75942
H  4.74052  3.76267  1.34911
H  4.07753  2.12654  1.14099
H  6.82660  2.77605  2.33306
H  6.55345  2.15224  0.69562
H  5.57564  0.31712  1.67973
C  -5.27259  -4.59817  3.79176
C  -4.71329  -3.21394  3.52919
O  -3.28850  -3.24426  3.54907
H  -4.92994  -4.97251  4.75958
H  -6.36454  -4.58589  3.78511
H  -4.92455  -5.30626  3.03403
H  -5.04492  -2.51548  4.29912
H  -5.04413  -2.83813  2.55571
H  -3.00049  -3.85685  2.86040
C  -6.59574  2.25550  0.61353
C  -5.29114  1.76512  0.01665
O  -5.51964  0.62053  -0.80007
H  -7.06267  1.46935  1.21168
H  -6.43112  3.12975  1.24710
H  -7.30600  2.52152  -0.17454
H  -4.59297  1.48017  0.80551
H  -4.82381  2.54458  -0.59300
H  -6.12987  0.87969  -1.50172
C  1.05714  2.85616  -4.26644
C  0.20060  2.31763  -5.39562
O  0.36744  0.90933  -5.51382
H  2.11132  2.62809  -4.44305
H  0.94107  3.93921  -4.17146
H  0.78508  2.38888  -3.31728
H  0.49017  2.77111  -6.34594
H  -0.85850  2.53291  -5.21874
H  0.10173  0.51222  -4.67526
C  3.49172  3.20165  -7.95525
C  2.63072  2.66300  -9.08092
O  2.79059  1.25343  -9.19675
H  4.54470  2.96915  -8.13361
H  3.38049  4.28383  -7.86132
H  3.21906  2.73687  -7.00320
H  2.92006  3.11302  -10.03237
H  1.57274  2.88288  -8.90231
H  2.52397  0.86030  -8.35644
C  -2.02231  -5.14827  7.31172
C  -2.64561  -3.76856  7.22856
O  -1.83477  -2.90639  6.44176
H  -1.02253  -5.09088  7.74840
H  -2.63480  -5.81818  7.91984
H  -1.91076  -5.58280  6.31396
H  -2.73550  -3.32945  8.22365
H  -3.64429  -3.81820  6.78098
H  -1.76790  -3.29494  5.56017
C  4.99180  4.13408  -4.12028
C  4.90020  5.45324  -4.86031
O  3.63592  5.56862  -5.50477
H  4.85677  3.29810  -4.81091
H  5.95962  4.02967  -3.62447
H  4.20143  4.05793  -3.36792
H  5.67625  5.51629  -5.62521
H  5.02289  6.29711  -4.17351
H  2.95612  5.52151  -4.82200

Values from the calculation:
LUMO level: -0.22 eV
HOMO energy: -0.3578 Ha
Frontier orbital gap: 9.5 eV

***

The following is a quantum chemistry calculation of a 2-piece molecular cluster, C4H11NO overall, from OMol25.

Cartesian coordinates (Å):
C  0.08943  3.02716  -0.23528
C  0.49134  1.73293  -0.37107
N  1.94675  1.41716  -0.07619
C  -0.34752  0.60306  -0.75167
C  0.51732  -0.47359  -1.55962
H  -0.59600  3.55611  -0.79355
H  0.72958  3.62331  0.39364
H  2.02830  0.40898  0.10625
H  2.16153  1.77069  0.91142
H  -0.75017  0.14878  0.16628
H  -1.11141  0.82390  -1.60674
H  1.25888  -0.88820  -0.88296
H  1.03975  -0.14021  -2.46998
H  -0.09059  -1.32177  -2.04372
O  -2.35405  -4.62804  2.42181
H  -2.58928  -5.48763  2.62863
H  -1.37886  -4.72704  2.25552

Values from the calculation:
LUMO level: 0.75 eV
HOMO energy: -0.3090 Ha
Frontier orbital gap: 9.2 eV
Structure (SMILES): C=C(N)CC.O

***

The following is a quantum chemistry calculation of C20H46O2P4Tc as an isolated structure, from OMol25.

Cartesian coordinates (Å):
Tc  0.21152  0.07999  1.06214
P  0.54198  -1.76125  -0.27636
P  2.59555  0.14111  1.73571
P  -1.92510  0.61937  0.09226
H  1.80136  2.13383  0.00247
C  0.74214  1.95494  0.21232
C  0.27162  2.13221  1.58706
H  0.99697  2.43709  2.34652
C  1.18881  -1.50136  -1.96398
C  1.61509  -3.05738  0.45948
C  -0.95407  -2.80754  -0.47140
C  3.28654  1.60581  2.61318
C  3.14979  -1.17418  2.88502
C  3.72662  0.02366  0.29140
C  -2.72055  2.24150  0.44502
C  -3.28013  -0.49636  0.60742
C  -1.91259  0.59037  -1.74617
H  0.11705  2.34642  -0.59768
H  -0.68889  2.63178  1.74205
H  1.29491  -2.46087  -2.48557
H  2.16809  -1.00980  -1.91177
H  0.50747  -0.85824  -2.53415
H  1.58642  -3.95948  -0.16633
H  1.22130  -3.31639  1.45158
H  2.65268  -2.72660  0.55879
H  -0.68367  -3.75036  -0.96546
H  -1.72951  -2.30950  -1.05955
H  -1.34781  -3.04371  0.52690
H  4.36312  1.46928  2.78983
H  2.78944  1.72909  3.58393
H  3.14342  2.51961  2.02589
H  4.23334  -1.32851  2.78577
H  2.63937  -2.12078  2.68142
H  2.92847  -0.87053  3.91574
H  4.75776  0.21176  0.61698
H  3.44938  0.78260  -0.44884
H  3.67093  -0.96463  -0.17774
H  -3.68176  2.32346  -0.08145
H  -2.07715  3.07226  0.13638
H  -2.91045  2.32859  1.52255
H  -4.18608  -0.27979  0.02597
H  -3.48988  -0.33706  1.67266
H  -3.00747  -1.54562  0.46393
H  -2.87236  0.95015  -2.13951
H  -1.73177  -0.41995  -2.13030
H  -1.11826  1.24935  -2.11815
C  -0.80276  0.18266  -6.22739
C  -0.15150  0.53788  -7.43102
C  0.02468  1.88783  -7.72008
C  -0.46671  2.87591  -6.85012
C  -1.15647  2.50783  -5.69059
C  -1.35507  1.16179  -5.39243
O  -0.86620  -1.10203  -5.76416
H  -0.49398  -1.70155  -6.43471
H  0.22187  -0.24065  -8.10043
H  0.55261  2.18205  -8.63154
H  -0.31493  3.93066  -7.08179
H  -1.54850  3.26678  -5.00647
H  -1.91327  0.84278  -4.51098
C  -2.58902  -1.05570  4.42459
P  -0.83526  -0.77983  4.19939
C  -0.44754  0.90425  4.70563
C  0.16225  -1.89216  5.19035
O  -0.49119  -1.02676  2.70749
H  -3.16991  -0.31973  3.85429
H  -2.85367  -0.97222  5.48616
H  -2.86549  -2.05416  4.06513
H  -0.68110  1.02739  5.77396
H  0.61803  1.12591  4.54891
H  -1.03196  1.63065  4.12626
H  -0.04456  -2.93228  4.91071
H  1.23291  -1.70682  5.02783
H  -0.06691  -1.75489  6.25500

Values from the calculation:
LUMO level (spin up / spin down): -14.18 / -14.67 eV
Multiplicity: 4
Net charge: +4
HOMO energy (spin up / spin down): -0.7458 / -0.7477 Ha
Frontier orbital gap (spin up / spin down): 6.1 / 5.7 eV

***

The following is a quantum chemistry calculation of C14H15BF4N5S2Sn as an isolated structure, from OMol25.

Cartesian coordinates (Å):
Sn  -0.70194  -0.50953  -0.88342
C  0.10047  -1.67358  3.71284
C  0.20771  -1.35953  2.25681
N  -0.68765  -1.63487  1.39072
N  -1.82623  -2.29358  1.75041
C  -2.61485  -2.79354  0.78315
N  -3.75404  -3.35663  1.13649
S  -2.18191  -2.74762  -0.87778
C  1.41864  -0.69901  1.68554
C  2.54080  -0.45331  2.45420
C  3.69059  0.04302  1.84791
C  3.68581  0.26893  0.48792
C  2.51351  0.02823  -0.21374
N  1.40546  -0.42777  0.36384
H  -0.50495  -2.56206  3.88678
H  1.07026  -1.86644  4.15897
H  -0.34937  -0.82997  4.24337
H  -2.14841  -2.26039  2.70893
H  -4.05271  -3.43499  2.09773
H  -4.37945  -3.70024  0.42428
H  2.53953  -0.64846  3.51466
H  4.57495  0.23714  2.43948
H  4.56122  0.63135  -0.03120
H  2.46432  0.21965  -1.27733
S  -3.25453  -0.38130  -4.19482
C  -2.13117  -0.56984  -3.21760
F  -3.05054  0.11299  0.90354
B  -2.43571  1.26918  0.44814
F  -0.97051  1.03007  0.70559
F  -2.40731  1.19150  -0.99723
F  -2.84422  2.42884  0.93954
C  1.32520  3.30598  -3.61374
C  1.19604  2.03112  -4.14835
C  0.64788  1.03730  -3.36403
N  0.24365  1.26210  -2.10568
C  0.38035  2.48825  -1.58167
C  0.91384  3.53337  -2.30877
H  1.74171  4.10936  -4.20631
H  1.50911  1.80664  -5.15796
H  0.52852  0.02993  -3.74380
H  0.04085  2.62708  -0.56268
H  0.99510  4.51064  -1.85473

Values from the calculation:
LUMO level (spin up / spin down): -6.85 / -8.46 eV
Multiplicity: 2
Net charge: +2
HOMO energy (spin up / spin down): -0.5223 / -0.5760 Ha
Frontier orbital gap (spin up / spin down): 7.4 / 7.2 eV

***

The following is a quantum chemistry calculation of C14H19ClCo as an isolated structure, from OMol25.

Cartesian coordinates (Å):
C  1.97664  -2.00869  1.29668
C  2.06938  -2.05574  -0.13191
C  0.74033  -2.12359  -0.65373
H  2.98411  -2.06313  -0.71481
C  -0.17568  -2.06833  0.44215
C  0.59188  -2.01856  1.65364
H  0.21354  -2.05851  2.66982
H  2.81543  -2.00211  1.98394
H  0.47188  -2.27273  -1.69115
H  -1.25565  -2.13875  0.38070
Co  0.99250  -0.50411  0.45624
Cl  2.47765  1.08500  0.65385
C  1.11769  1.83286  -2.19944
C  -0.11237  1.18680  -2.53266
C  0.19970  -0.06169  -3.15020
H  -1.11001  1.58255  -2.35191
C  1.62051  -0.17822  -3.21677
C  2.18885  0.98903  -2.62304
H  3.24852  1.21143  -2.53227
H  1.21671  2.80753  -1.72734
H  -0.52548  -0.77266  -3.53773
H  2.17576  -0.99039  -3.67823
C  -1.48875  0.56115  2.96564
C  -1.84173  0.51710  1.48369
C  -2.91987  1.56251  1.16800
C  -0.61185  0.75844  0.62110
H  -0.90590  1.46587  3.17861
H  -0.88417  -0.30375  3.25747
H  -2.39643  0.57925  3.57975
H  -2.22445  -0.48409  1.22238
H  -2.55289  2.57316  1.38736
H  -3.22219  1.52699  0.11649
H  -3.82223  1.40375  1.76578
H  -0.92091  0.75092  -0.43172
H  -0.13050  1.71069  0.88958

Values from the calculation:
LUMO level (spin up / spin down): 5.84 / 5.79 eV
Multiplicity: 4
Net charge: -2
HOMO energy (spin up / spin down): 0.0513 / 0.0214 Ha
Frontier orbital gap (spin up / spin down): 4.4 / 5.2 eV

***

The following is a quantum chemistry calculation of a 2-piece molecular cluster, C12H15NO2 overall, from OMol25.

Cartesian coordinates (Å):
C  -1.78900  1.96522  -0.03406
C  -1.90377  0.53875  -0.56698
C  -2.98630  -0.34790  -0.01650
O  -3.67263  -1.28265  -0.79388
C  -1.41927  -0.54338  0.31727
C  -0.85114  -0.65106  1.68103
C  0.03339  -1.66002  1.62137
O  0.24631  -2.14069  0.37724
N  -0.90812  -1.75267  -0.39689
H  -0.72145  2.33517  0.20694
H  -2.53948  2.27231  0.76813
H  -2.16874  2.75039  -0.79139
H  -1.72011  0.51680  -1.55272
H  -3.36374  0.19408  0.87916
H  -4.09283  -0.79339  -1.53082
H  -1.33203  0.00334  2.35247
H  0.62785  -2.08858  2.39253
H  -1.43085  -2.61718  -0.41702
C  3.23095  0.36403  0.76409
C  2.47008  1.43882  0.29904
C  1.89263  1.38410  -0.93550
C  1.74493  0.11462  -1.51682
C  2.42674  -1.01595  -1.00021
C  3.23556  -0.82671  0.08837
H  3.69085  0.55180  1.61789
H  2.44668  2.41949  0.84407
H  1.42952  2.35434  -1.28354
H  1.21818  0.21254  -2.42000
H  2.45322  -2.06101  -1.31211
H  3.75259  -1.63461  0.35885

Values from the calculation:
LUMO level: 0.75 eV
HOMO energy: -0.2864 Ha
Frontier orbital gap: 8.5 eV
Structure (SMILES): C[C@@H]1[C@@H](O)[C@]12C=CON2.c1ccccc1